Computed, not measured: a structure of composition C13H9F3N4ORhS3 in a non-equilibrium geometry, with the ωB97M-V functional and the def2-TZVPD basis.

Structure (XYZ):
```
34
Properties=species:S:1:pos:R:3
Rh -0.20 -0.46 1.70
F 3.11 -4.16 -1.51
C 2.60 -2.95 -1.76
F 3.41 -2.04 -1.20
F 2.63 -2.76 -3.08
C 1.20 -2.83 -1.23
C 0.21 -3.67 -1.71
C -1.09 -3.58 -1.23
C -1.37 -2.63 -0.26
N -0.42 -1.81 0.19
C 0.84 -1.90 -0.26
S 1.74 -0.70 0.63
H 0.46 -4.40 -2.47
H -1.87 -4.23 -1.58
H -2.36 -2.54 0.15
O 0.31 -0.11 6.09
S 0.48 0.54 4.82
N -0.01 -0.21 3.61
N -3.08 0.03 0.34
C -2.17 0.99 0.12
N -0.92 0.96 0.54
C -0.23 2.15 0.20
C 1.08 2.49 0.53
C 1.57 3.71 0.11
C 0.79 4.59 -0.63
C -0.51 4.27 -0.96
C -1.00 3.04 -0.53
S -2.61 2.41 -0.77
H -2.89 -0.68 1.02
H -4.04 0.19 0.11
H 1.70 1.82 1.11
H 2.59 3.98 0.37
H 1.20 5.54 -0.94
H -1.13 4.95 -1.52
```

Results
Kohn-Sham gap: 0.2439 hartree
Charge: +1
HOMO energy: -11.978 eV
Largest force on an atom: 1.61 eV/A

Atom charges from the Löwdin analysis, given in e for atoms 1 to 5: 0.86, 0.17, -0.60, 0.12, 0.17